# 1
{"formula": "C3H8O4", "method": "the ωB97M-V functional and the def2-TZVPD basis", "total_energy_ha": -420.03598, "gap_ev": 10.9, "relative_energy_kj_mol": 145.5, "smiles": "COCC(=O)O.O", "e_lumo_ev": 0.6, "e_homo_ha": -0.37944, "species": ["O", "O", "O", "C", "C", "C", "H", "H", "H", "H", "H", "H", "O", "H", "H"], "xyz": [[-1.058, -2.420, -2.257], [-0.889, -3.104, -0.069], [0.297, -0.647, 0.302], [-0.975, -2.111, -1.037], [0.622, 0.719, 0.390], [-0.905, -0.771, -0.463], [-1.000, -3.957, -0.570], [0.900, 1.107, -0.605], [1.468, 0.877, 1.079], [-0.245, 1.291, 0.760], [-1.785, -0.458, 0.131], [-0.784, -0.047, -1.292], [1.186, 3.360, 0.974], [1.887, 2.724, 0.706], [1.282, 3.438, 1.951]]}

***

# 2
{"formula": "C17H31ClNO7RbS2Si", "method": "the ωB97M-V functional and the def2-TZVPD basis", "charge": -2, "total_energy_ha": -2818.29088, "gap_ev": 6.0, "e_lumo_ev": 4.2, "e_homo_ha": -0.06778, "species": ["Rb", "C", "C", "C", "C", "O", "Si", "S", "O", "C", "C", "C", "C", "O", "C", "C", "C", "C", "H", "H", "H", "H", "H", "H", "H", "H", "H", "H", "H", "H", "H", "H", "H", "H", "H", "H", "H", "H", "H", "H", "H", "H", "H", "H", "H", "O", "S", "O", "O", "O", "Cl", "C", "C", "C", "C", "N", "C", "H", "H", "H", "H"], "xyz": [[0.576, 3.020, 1.418], [-2.041, 1.151, -0.721], [-1.113, 0.005, -0.335], [-1.474, -0.524, 1.053], [-1.221, -1.112, -1.373], [0.205, 0.555, -0.253], [1.699, -0.142, -0.425], [3.189, 1.041, 0.296], [1.490, -1.615, 0.323], [2.345, -2.735, 0.429], [3.753, -2.487, -0.111], [2.423, -3.088, 1.915], [1.688, -3.873, -0.355], [1.867, -0.614, -2.029], [2.233, 0.179, -3.146], [1.627, 1.579, -3.061], [1.683, -0.546, -4.374], [3.758, 0.266, -3.242], [-3.070, 0.788, -0.782], [-1.759, 1.543, -1.703], [-2.012, 1.987, -0.013], [-2.500, -0.901, 1.068], [-1.400, 0.275, 1.791], [-0.789, -1.327, 1.332], [-2.250, -1.476, -1.392], [-0.553, -1.939, -1.133], [-0.964, -0.738, -2.366], [4.212, -1.647, 0.410], [3.712, -2.246, -1.175], [4.368, -3.380, 0.028], [2.878, -2.257, 2.457], [3.016, -3.991, 2.078], [1.417, -3.245, 2.310], [1.611, -3.586, -1.406], [0.682, -4.055, 0.031], [2.270, -4.796, -0.278], [0.541, 1.520, -2.972], [1.876, 2.154, -3.957], [2.016, 2.105, -2.187], [0.594, -0.609, -4.316], [2.085, -1.561, -4.414], [1.957, -0.019, -5.290], [4.147, 0.728, -2.335], [4.062, 0.855, -4.113], [4.181, -0.738, -3.334], [-2.438, 6.000, 2.371], [-1.356, 5.061, 2.063], [-1.079, 4.154, 3.228], [-0.090, 5.760, 1.712], [-1.710, 4.161, 0.916], [-4.850, 3.394, 1.741], [-4.403, 1.986, 2.624], [-5.195, 0.850, 2.589], [-4.800, -0.241, 3.347], [-3.643, -0.141, 4.100], [-2.872, 0.941, 4.128], [-3.233, 2.001, 3.398], [-6.091, 0.831, 1.983], [-5.378, -1.157, 3.353], [-3.312, -0.982, 4.704], [-2.569, 2.877, 3.395]]}